Formula: C45H32Br4F16N4O2PSY
Source: OMol25
Level of theory: the ωB97M-V functional and the def2-TZVPD basis

Structure (XYZ):
```
106
Properties=species:S:1:pos:R:3
Y 0.674 1.467 1.549
C -5.510 5.022 -0.026
C -4.145 4.391 -0.039
C -3.330 4.403 -1.157
C -2.085 3.806 -1.128
C -1.570 3.144 0.000
N -0.322 2.527 -0.053
C 0.402 2.462 -1.270
C -0.217 1.872 -2.381
C 0.395 1.773 -3.609
C 1.680 2.265 -3.791
C 2.363 2.196 -5.129
C 2.326 2.790 -2.687
C 1.748 2.871 -1.415
C 2.613 3.317 -0.212
O 2.483 2.467 0.871
C 2.243 4.779 0.193
F 0.936 4.934 0.400
F 2.866 5.149 1.329
F 2.580 5.668 -0.759
C 4.144 3.315 -0.543
F 4.567 4.246 -1.413
F 4.533 2.118 -1.043
F 4.861 3.489 0.582
C -2.367 3.211 1.189
C -3.621 3.813 1.108
C -1.870 2.802 2.597
O -1.093 1.682 2.658
C -3.028 2.556 3.609
F -3.958 1.732 3.087
F -3.654 3.675 4.027
F -2.570 1.944 4.717
C -0.992 3.979 3.165
F -1.346 5.187 2.750
F 0.308 3.783 2.753
F -0.923 4.011 4.505
H -5.843 5.257 -1.038
H -5.515 5.953 0.548
H -6.252 4.358 0.423
H -3.661 4.888 -2.070
H -1.477 3.860 -2.017
H -1.220 1.489 -2.251
H -0.135 1.307 -4.431
H 1.762 2.668 -5.909
H 2.537 1.161 -5.434
H 3.329 2.701 -5.102
H 3.332 3.146 -2.841
H -4.242 3.867 1.990
Br -0.358 -1.650 2.865
C -2.212 -1.244 2.488
Br -2.484 -0.604 0.698
H -2.513 -0.461 3.169
H -2.760 -2.168 2.601
F 2.338 -8.677 -1.535
C 1.665 -7.555 -1.328
C 0.559 -7.257 -2.099
F 0.165 -8.098 -3.046
C -0.129 -6.077 -1.868
F -1.185 -5.842 -2.642
C 0.251 -5.168 -0.888
P -0.687 -3.606 -0.558
C -0.857 -2.928 -2.244
C -1.915 -2.076 -2.564
C -1.960 -1.433 -3.792
C -0.943 -1.618 -4.716
C 0.128 -2.439 -4.397
C 0.173 -3.082 -3.170
C -2.312 -4.339 -0.122
C -3.365 -4.629 -0.985
C -4.545 -5.170 -0.495
C -4.684 -5.445 0.857
C -3.636 -5.173 1.726
C -2.464 -4.613 1.240
C 1.375 -5.497 -0.123
Br 2.016 -4.378 1.257
C 2.071 -6.673 -0.341
F 3.143 -6.989 0.382
H -2.716 -1.916 -1.855
H -2.796 -0.783 -4.025
H -0.980 -1.121 -5.677
H 0.933 -2.583 -5.108
H 1.020 -3.719 -2.941
H -3.262 -4.450 -2.045
H -5.358 -5.387 -1.178
H -5.606 -5.871 1.233
H -3.734 -5.389 2.783
H -1.654 -4.383 1.927
Br 5.004 -1.936 4.172
C 3.962 -0.382 4.388
C 4.293 0.585 5.321
C 3.491 1.713 5.410
C 2.407 1.835 4.558
N 2.092 0.894 3.665
C 2.849 -0.198 3.589
H 5.157 0.461 5.959
H 3.711 2.494 6.124
H 1.767 2.709 4.580
H 2.569 -0.942 2.852
N 4.055 0.075 0.746
C 3.345 -0.766 -0.017
N 4.005 -1.754 -0.640
S 1.664 -0.692 -0.161
H 5.060 0.073 0.657
H 3.627 0.996 0.894
H 5.010 -1.766 -0.695
H 3.479 -2.408 -1.192
```

Calculated values
energy above the lowest of the compared OMol25 structures with the same formula, charge and spin	0.0000	eV
energy	-402063.7994	eV